Computed, not measured: a cluster of 6 separate species, C34H68BClN2O9S in total in a non-equilibrium geometry, with wB97M-V/def2-TZVPD.

Geometry as XYZ:
```
116
Properties=species:S:1:pos:R:3:forces:R:3
Cl -3.474 -4.860 0.610 -0.011 -0.039 0.058
S -1.443 -4.985 0.806 0.476 -0.540 0.195
O -3.808 2.867 -5.121 0.053 -0.089 0.198
O 8.156 1.679 6.162 0.139 -0.147 -0.057
O 6.033 -2.097 2.093 -0.231 -0.008 0.050
O -6.587 0.824 -8.254 0.121 0.086 0.109
O -1.153 -5.199 2.188 -0.201 0.180 0.034
O -3.797 0.465 -0.964 0.195 0.046 0.064
O 1.314 2.211 7.105 -0.266 -0.328 0.104
O 2.191 0.028 7.529 -0.230 0.201 0.032
O -0.996 -5.955 -0.142 -0.252 0.196 -0.226
N -0.701 0.832 2.230 0.138 -0.123 0.026
N 1.373 -0.772 1.176 -0.011 0.072 0.184
C 1.418 -0.308 2.458 0.107 -0.109 0.026
C 8.355 4.046 6.804 -0.061 -0.066 0.089
C -4.597 -1.825 -0.593 -0.126 0.131 -0.172
C 0.322 -0.446 0.478 0.180 -0.183 -0.094
C -4.541 0.711 -2.148 -0.017 0.096 -0.164
C -7.353 -0.331 -7.969 -0.069 -0.109 0.030
C 1.533 0.544 5.137 -0.230 0.240 -0.051
C -6.725 1.358 -9.558 -0.026 0.046 -0.111
C 7.605 -3.281 0.617 0.007 -0.041 0.118
C -2.561 2.320 -7.175 0.008 0.132 0.046
C 0.882 -2.315 -1.143 -0.401 -0.194 0.125
C 0.465 0.902 4.333 0.466 -0.164 0.097
C 7.708 -1.379 3.748 -0.012 0.034 -0.094
C 0.219 -0.956 -0.930 0.431 0.177 0.045
C 0.548 -3.385 -0.097 0.164 0.186 -0.010
C -7.031 -1.521 -8.857 0.038 0.078 -0.101
C -5.288 4.527 -6.171 0.003 -0.093 -0.062
C -0.915 -3.349 0.355 0.324 0.007 0.216
C 8.189 3.015 5.700 -0.022 0.126 -0.037
C -8.138 1.803 -9.896 -0.055 -0.081 0.083
C -3.719 2.003 -6.243 -0.060 -0.083 -0.154
C -5.908 1.323 -1.901 -0.033 -0.084 0.140
C 0.378 0.476 2.985 0.027 0.172 0.485
C 5.717 1.529 6.458 0.003 0.098 -0.074
C 6.864 -1.998 0.953 0.091 0.013 -0.098
C 6.679 -2.410 3.315 0.089 0.026 0.084
C 7.104 1.350 7.050 -0.145 -0.027 0.062
C -0.706 0.373 1.014 -0.189 0.159 0.114
C 2.584 -0.238 4.586 -0.613 -0.062 -0.928
C 1.292 -2.209 7.035 -0.190 0.264 -0.190
C 1.309 -1.016 7.967 0.403 -0.278 0.052
C -4.003 4.237 -5.411 -0.059 0.111 -0.036
C 2.519 -0.646 3.274 0.320 0.011 0.403
C -4.381 -0.431 -0.037 -0.003 -0.044 0.035
B 1.653 0.948 6.654 0.274 -0.052 -0.238
H 9.045 3.062 5.026 0.011 -0.060 -0.001
H -5.278 4.091 -7.171 0.014 0.035 -0.011
H -4.034 4.734 -4.442 0.021 -0.045 0.032
H 1.674 -1.328 8.938 0.056 0.067 0.243
H -3.666 -2.224 -0.996 0.024 -0.041 0.006
H 7.259 0.301 7.301 0.065 -0.006 -0.023
H 7.197 1.915 7.985 -0.020 0.029 -0.014
H 5.625 0.972 5.523 0.005 -0.036 0.010
H 6.193 -1.739 0.133 -0.051 0.012 0.036
H 0.303 -0.619 8.105 -0.158 0.042 0.077
H 7.258 -0.387 3.786 0.009 0.009 0.052
H -4.630 -0.207 -2.741 -0.040 -0.018 0.030
H -7.301 -1.339 -9.898 -0.045 -0.021 0.010
H -3.679 -0.478 0.798 0.021 0.049 0.014
H -6.379 1.570 -2.852 0.030 0.023 -0.024
H -5.334 -1.834 -1.398 -0.028 -0.002 0.031
H -1.619 2.336 -6.624 0.007 -0.036 -0.004
H -7.584 -2.398 -8.520 0.001 -0.005 0.025
H 5.498 2.576 6.241 -0.034 0.002 0.047
H -0.988 -2.792 1.282 -0.245 0.150 0.139
H -8.505 2.508 -9.149 0.018 0.030 -0.010
H -5.965 -1.746 -8.822 0.001 -0.019 0.031
H 5.880 -2.457 4.056 -0.049 -0.005 -0.045
H 8.147 -3.164 -0.322 -0.012 0.009 -0.018
H -1.598 -2.909 -0.360 -0.151 -0.232 -0.310
H -3.139 4.644 -5.948 -0.016 -0.007 -0.034
H 3.304 -1.242 2.833 0.137 -0.050 -0.094
H 9.236 3.822 7.406 0.025 0.013 -0.022
H 7.492 4.072 7.470 -0.018 0.036 -0.032
H 8.092 -1.624 4.738 -0.013 0.013 0.015
H -8.833 0.963 -9.933 0.010 -0.004 -0.052
H -4.953 -2.490 0.190 -0.004 -0.023 0.059
H -2.497 1.564 -7.958 -0.007 -0.025 0.008
H -2.680 3.290 -7.659 -0.024 -0.026 -0.044
H 8.330 -3.547 1.387 0.033 0.027 -0.027
H -6.573 0.642 -1.367 -0.020 -0.014 -0.047
H 7.301 3.236 5.098 -0.022 0.016 0.035
H 0.821 -4.355 -0.494 -0.126 -0.198 -0.177
H 0.865 -3.074 7.529 -0.098 -0.171 0.169
H -8.424 -0.101 -8.006 -0.003 -0.008 -0.043
H 8.558 -1.332 3.066 0.023 -0.049 0.020
H -6.057 2.220 -9.586 0.033 -0.014 0.050
H -8.153 2.289 -10.872 0.017 0.016 -0.005
H -0.338 1.517 4.710 -0.147 0.111 0.048
H -6.356 0.648 -10.306 -0.033 -0.015 -0.004
H 4.960 1.170 7.157 0.008 -0.025 0.008
H -3.939 1.406 -2.734 0.051 -0.016 0.036
H -3.584 1.004 -5.828 -0.014 0.025 0.084
H 0.748 -0.234 -1.552 -0.017 0.122 -0.213
H 8.470 5.041 6.372 0.015 0.002 -0.018
H 3.427 -0.501 5.201 0.146 -0.115 0.117
H -5.815 2.233 -1.307 0.012 0.028 -0.033
H -6.147 4.117 -5.638 -0.004 0.018 0.022
H -7.121 -0.578 -6.932 0.030 0.055 0.013
H 6.904 -4.111 0.516 -0.012 0.007 -0.033
H 7.125 -3.411 3.271 0.030 0.021 -0.029
H -4.666 1.988 -6.792 0.021 -0.001 -0.030
H -0.811 -0.931 -1.273 -0.253 -0.058 0.055
H 1.172 -3.236 0.774 0.090 0.050 0.208
H 0.366 2.285 7.250 -0.015 0.387 -0.013
H 0.573 -2.688 -2.116 0.055 0.017 -0.248
H -5.424 5.603 -6.279 0.004 0.013 0.022
H 7.567 -1.164 1.061 0.033 -0.025 0.020
H 0.692 -1.999 6.156 -0.027 -0.037 -0.239
H -1.540 0.629 0.382 -0.308 0.113 -0.183
H 1.958 -2.193 -1.151 0.217 0.000 -0.060
H -5.316 -0.025 0.363 -0.025 -0.003 -0.038
H 2.297 -2.451 6.711 0.218 -0.080 0.001
```
Forces are in eV/Å.

Output
Total charge   0
Frontier orbital gap   8.808 eV
HOMO level   -9.02 eV
SMILES   CCOB(O)c1ccc2nc(CCCCS(=O)(=O)Cl)cnc2c1.CCOCC.CCOCC.CCOCC.CCOCC.CCOCC
LUMO energy   -0.211 eV
Max |F|   1.11 eV/A